Version P
24
Properties=species:S:1:pos:R:3 method="wB97M-V/def2-TZVPD" total_charge=+1
H 0.2768 -0.1635 -2.6063
H 3.1128 0.3184 -1.8938
O -1.1704 -1.4613 -1.9907
C 0.2838 1.7371 -0.6309
H 1.0677 1.8067 -1.3818
N 0.3127 -0.6423 0.0751
C -0.6674 -0.1234 -2.0683
H 1.2459 -0.7312 -0.3538
H 3.4878 -1.1066 -1.4307
H 0.6695 1.9186 0.3624
H -0.3898 2.5615 -0.8279
H -2.4577 -0.8824 3.8584
O 2.7652 -0.4753 -1.4609
C 0.4496 -0.4426 1.5655
O -2.0869 -0.0228 4.0596
C -0.4631 0.4194 -0.6473
H -2.7198 0.4223 4.6288
H -1.3471 0.5371 -2.6060
H 0.0400 -1.3111 2.0607
H -0.1915 0.4002 1.8203
H -0.1322 -1.5352 -0.0698
H -2.1168 -1.4448 -2.1762
H 1.4541 -0.2327 1.8980
H -1.4233 0.4538 -0.1845

Version Q
24
Properties=species:S:1:pos:R:3 method="wB97M-V/def2-TZVPD" total_charge=+1
H -1.2009 -3.4885 1.3926
H -0.6844 -3.5740 0.0007
C 0.5053 2.3528 1.6521
H 3.7363 0.5955 0.0766
H 3.9509 0.8322 -1.3887
H 0.3441 3.2276 1.0277
O -0.6612 -2.9888 0.7673
H -2.1561 -0.5890 -0.3106
H 1.4582 2.4402 2.1402
H -0.7807 -1.1863 0.3895
C 0.4543 1.1497 0.7169
H 1.2575 1.3042 -0.0087
H 0.8409 0.2302 1.1741
H -0.3923 -3.6360 -2.4783
C -1.8371 1.7519 -0.0918
H -2.7824 1.3767 -0.4667
H -0.7393 -0.7305 -1.2201
O 3.2978 0.4800 -0.7726
O -0.5015 -2.7483 -2.1198
N -1.1398 -0.5197 -0.3166
C -0.8575 0.8831 0.0728
H -0.1956 2.2924 2.4841
H 0.0221 -2.2728 -2.7607
H -1.9386 2.8173 0.0400

Most stable structure among those shown: version P.